[1]
The following is a DFT calculation (ωB97M-V with the def2-TZVPD basis set) of a structure of composition C33H42BN8OSW.

Positions of all 87 atoms, in Å:
W -0.41 1.26 0.92
N -2.39 4.40 3.35
C -1.59 5.35 2.78
C -0.68 4.68 2.01
N -0.91 3.33 2.12
C -1.95 3.20 2.93
C -2.42 1.85 3.18
N -1.93 0.84 2.44
C -2.43 -0.33 2.99
C -3.24 -0.01 4.03
N -3.21 1.37 4.13
H -3.18 4.59 3.95
H -1.73 6.40 2.95
H 0.12 5.08 1.41
H -2.21 -1.30 2.58
H -3.82 -0.62 4.69
H -3.70 1.90 4.84
O -2.17 2.49 -1.11
N -1.48 1.98 -0.34
S 3.51 3.62 0.36
C 2.23 2.81 0.43
N 1.20 2.14 0.48
C 3.59 0.11 -2.18
C 4.20 -1.07 -1.42
C 4.03 -2.38 -2.19
C 3.82 -1.04 0.06
C 4.90 -0.93 0.95
C 4.72 -0.74 2.31
C 3.44 -0.62 2.81
C 2.32 -0.72 1.99
C 0.98 -0.63 2.69
C 0.77 -1.83 3.63
C 0.84 0.69 3.47
C 2.53 -0.98 0.63
N 1.38 -1.22 -0.22
B 0.18 -0.37 -0.47
N -0.50 -1.08 -1.59
C 0.15 -2.21 -1.81
C 1.29 -2.32 -0.96
C -1.68 -0.77 -2.40
C -2.91 -1.32 -2.03
C -3.98 -1.15 -2.92
C -3.84 -0.46 -4.10
C -2.60 0.08 -4.43
C -1.49 -0.07 -3.61
C -0.18 0.50 -4.14
C 0.89 -0.55 -4.43
C 0.33 1.70 -3.35
C -3.30 -1.97 -0.71
C -4.01 -0.90 0.13
C -2.26 -2.71 0.13
H 3.94 0.12 -3.21
H 3.87 1.06 -1.72
H 2.50 0.05 -2.20
H 5.28 -0.89 -1.40
H 3.03 -2.50 -2.61
H 4.27 -3.25 -1.57
H 4.71 -2.39 -3.04
H 5.90 -0.99 0.55
H 5.57 -0.68 2.97
H 3.32 -0.46 3.87
H 0.13 -0.73 1.96
H 1.52 -1.80 4.42
H 0.89 -2.77 3.09
H -0.21 -1.81 4.09
H 1.77 0.92 4.00
H 0.04 0.64 4.20
H 0.67 1.58 2.85
H -0.18 -2.93 -2.55
H 1.97 -3.14 -0.88
H -4.94 -1.58 -2.66
H -4.68 -0.34 -4.77
H -2.49 0.61 -5.37
H -0.45 0.90 -5.12
H 1.33 -0.99 -3.54
H 1.71 -0.09 -4.99
H 0.49 -1.36 -5.05
H 0.50 1.46 -2.29
H -0.38 2.52 -3.40
H 1.28 2.05 -3.75
H -4.06 -2.71 -0.97
H -3.29 -0.11 0.39
H -4.41 -1.32 1.05
H -4.82 -0.43 -0.42
H -1.56 -2.03 0.63
H -1.68 -3.42 -0.45
H -2.76 -3.28 0.91

Total charge: +3
<S²>: 2.045
HOMO-LUMO gap (spin up / spin down) (eV): 5.18 / 4.42
2S+1: 3
Relative energy (zero: lowest compared OMol25 entry of this formula, charge and spin) (kJ/mol): 57.91

[2]
The following is a DFT calculation (ωB97M-V with the def2-TZVPD basis set) of a structure of composition C33H42BrIN3O2PSTc.

Positions of all 85 atoms, in Å:
Tc 0.34 0.13 -1.32
O 3.20 -2.01 -1.75
S 2.82 -1.09 -0.73
O 1.59 -1.41 0.02
N 2.29 0.32 -1.39
C 2.87 1.58 -1.55
C 4.20 1.93 -1.49
C 4.57 3.27 -1.73
C 3.65 4.23 -2.03
C 2.28 3.89 -2.10
C 1.25 4.81 -2.41
C -0.05 4.37 -2.48
C -0.34 3.04 -2.19
N 0.59 2.15 -1.84
C 1.89 2.56 -1.84
C 4.14 -0.80 0.39
C 5.43 -1.11 -0.02
C 6.48 -0.81 0.84
C 6.22 -0.23 2.07
C 4.92 0.09 2.45
C 3.86 -0.19 1.61
H 4.95 1.19 -1.27
H 5.62 3.53 -1.68
H 3.95 5.25 -2.23
H 1.51 5.85 -2.59
H -0.85 5.04 -2.75
H -1.36 2.68 -2.23
H 5.59 -1.59 -0.98
H 7.49 -1.04 0.54
H 7.04 -0.01 2.74
H 4.74 0.56 3.41
H 2.84 0.03 1.88
C -2.68 -2.22 -0.29
C -3.52 -1.10 0.34
C -4.61 -0.72 -0.66
C -4.19 -1.56 1.64
P -2.37 0.37 0.70
N -1.25 0.34 -0.50
C -1.40 0.19 2.34
C -2.28 0.45 3.56
C -0.83 -1.24 2.40
C -0.20 1.16 2.35
C -3.25 2.03 0.52
C -2.27 3.15 0.89
C -4.47 2.11 1.44
C -3.67 2.19 -0.96
H -3.29 -3.13 -0.31
H -1.77 -2.43 0.26
H -2.43 -1.97 -1.32
H -5.19 -1.62 -0.88
H -4.20 -0.36 -1.60
H -5.30 0.02 -0.26
H -4.94 -2.32 1.40
H -4.70 -0.74 2.15
H -3.49 -2.03 2.34
H -3.12 -0.23 3.63
H -2.64 1.48 3.60
H -1.67 0.30 4.46
H -1.60 -2.00 2.37
H -0.30 -1.35 3.34
H -0.12 -1.41 1.59
H -0.49 2.17 2.63
H 0.32 1.18 1.40
H 0.50 0.80 3.11
H -2.13 3.22 1.97
H -2.69 4.10 0.58
H -1.30 3.02 0.41
H -4.19 2.09 2.49
H -5.18 1.30 1.26
H -4.99 3.05 1.26
H -3.05 1.58 -1.62
H -3.57 3.23 -1.25
H -4.71 1.91 -1.11
Br 1.28 -4.63 -5.01
C 1.01 -4.94 -3.17
C 1.25 -6.20 -2.65
C 1.04 -6.45 -1.30
C 0.60 -5.43 -0.47
C 0.35 -4.16 -0.98
C 0.58 -3.92 -2.33
I 0.20 -2.02 -3.18
H 1.58 -7.00 -3.30
H 1.21 -7.44 -0.90
H 0.43 -5.61 0.58
H 0.01 -3.38 -0.33

Total charge: +2
<S²>: 0.768
HOMO-LUMO gap (spin up / spin down) (eV): 6.17 / 6.68
2S+1: 2
Relative energy (zero: lowest compared OMol25 entry of this formula, charge and spin) (kJ/mol): 103.99

[3]
The following is a DFT calculation (ωB97M-V with the def2-TZVPD basis set) of a structure of composition C33H42BrO5RhSe2SiTe2.

Positions of all 87 atoms, in Å:
Rh -0.46 -1.00 0.21
Se -2.36 -1.77 1.32
Te -4.58 -1.77 2.46
Te -2.03 -4.19 1.55
Se 0.47 -3.06 -0.17
O 1.68 1.08 0.28
C 1.35 2.07 1.25
C -0.10 1.75 1.86
O -0.42 2.36 2.87
O -0.80 0.93 1.19
C 1.23 3.44 0.62
C 0.92 4.52 1.45
C 0.79 5.79 0.92
C 0.99 6.01 -0.44
C 1.31 4.94 -1.26
C 1.42 3.66 -0.73
C 2.46 2.05 2.29
C 2.40 1.21 3.40
C 3.50 1.06 4.23
C 4.67 1.76 3.98
C 4.73 2.62 2.90
C 3.63 2.77 2.06
H 1.89 0.28 0.78
H 0.76 4.35 2.50
H 0.55 6.62 1.57
H 0.91 7.01 -0.85
H 1.49 5.10 -2.32
H 1.68 2.84 -1.38
H 1.49 0.67 3.61
H 3.44 0.39 5.08
H 5.54 1.62 4.62
H 5.64 3.18 2.70
H 3.69 3.44 1.22
Br 4.18 -5.85 5.82
C 3.06 -4.55 4.98
C 3.62 -3.70 4.04
C 2.81 -2.76 3.43
C 1.47 -2.66 3.77
C 0.93 -3.52 4.72
C 1.73 -4.48 5.33
C 0.57 -1.64 3.11
O -0.51 -1.40 3.67
O 1.01 -1.13 2.03
H 4.67 -3.79 3.77
H 3.21 -2.09 2.67
H -0.12 -3.43 4.96
H 1.32 -5.16 6.06
C 1.09 0.06 -2.60
C -0.11 -0.65 -3.25
C -0.51 0.16 -4.50
C 0.41 -2.01 -3.73
Si -1.57 -0.81 -1.90
C -2.59 0.89 -1.80
C -3.53 1.09 -3.00
C -1.64 2.08 -1.73
C -3.45 0.94 -0.53
C -2.80 -2.26 -2.57
C -3.16 -2.10 -4.06
C -4.12 -2.30 -1.80
C -2.17 -3.65 -2.43
H 1.87 0.25 -3.35
H 1.53 -0.57 -1.82
H 0.82 1.00 -2.14
H 0.30 0.10 -5.24
H -0.67 1.21 -4.26
H -1.42 -0.23 -4.96
H 1.34 -1.87 -4.29
H -0.30 -2.50 -4.38
H 0.63 -2.67 -2.88
H -3.03 0.93 -3.95
H -3.93 2.11 -2.99
H -4.38 0.41 -2.94
H -1.06 2.22 -2.64
H -0.93 1.96 -0.90
H -2.19 3.01 -1.54
H -4.11 0.08 -0.43
H -4.07 1.84 -0.53
H -2.82 1.00 0.36
H -3.74 -1.20 -4.24
H -3.77 -2.96 -4.36
H -2.28 -2.09 -4.70
H -4.69 -1.38 -1.89
H -3.96 -2.51 -0.75
H -4.75 -3.11 -2.20
H -2.91 -4.42 -2.67
H -1.84 -3.84 -1.40
H -1.31 -3.79 -3.08

Total charge: -2
<S²>: 6.045
HOMO-LUMO gap (spin up / spin down) (eV): 5.49 / 5.50
2S+1: 5